87
Properties=species:S:1:pos:R:3:mulliken_charge:R:1 method="wB97M-V/def2-TZVPD" total_charge=-2 e_tot_ha=-5880.47502 spin_multiplicity=2 lumo_energy_ha="0.1477 / 0.1477"
Ti -1.077 -2.158 0.604 -0.0634
C 1.248 -0.600 -3.884 -1.3536
C 1.986 -0.622 -2.550 1.9133
C 3.087 0.430 -2.534 -1.4427
C 2.568 -2.007 -2.303 -1.5822
O 1.048 -0.408 -1.514 1.2248
Si 0.337 0.923 -0.864 -1.4748
S -1.280 0.395 0.297 -0.2002
O 1.615 1.672 -0.104 0.4007
C 1.775 3.007 0.342 1.9085
C 2.245 3.848 -0.843 -1.5598
C 2.851 2.977 1.419 -1.7551
C 0.479 3.575 0.909 -1.3927
O -0.063 2.025 -2.042 -0.0023
C -1.289 2.267 -2.742 2.2313
C -0.889 3.003 -4.014 -1.9234
C -2.166 3.160 -1.870 -1.8462
C -2.022 0.976 -3.082 -1.3986
H 1.916 -0.900 -4.694 0.5169
H 0.873 0.402 -4.096 0.0281
H 0.402 -1.289 -3.840 0.1974
H 3.824 0.198 -3.306 0.5245
H 3.584 0.450 -1.563 0.1811
H 2.683 1.424 -2.726 0.1469
H 3.303 -2.259 -3.072 0.4595
H 1.778 -2.758 -2.316 0.3432
H 3.051 -2.044 -1.325 0.1776
H 3.218 3.491 -1.188 0.3308
H 2.340 4.898 -0.556 0.4394
H 1.536 3.768 -1.667 0.0237
H 3.796 2.643 0.987 0.3118
H 2.546 2.299 2.217 0.2874
H 2.997 3.975 1.841 0.3812
H -0.304 3.614 0.152 0.0538
H 0.658 4.590 1.272 0.5626
H 0.117 2.961 1.734 0.1794
H -0.292 3.882 -3.767 0.3255
H -1.777 3.324 -4.563 0.4132
H -0.299 2.354 -4.664 0.3615
H -1.637 4.083 -1.626 0.3318
H -2.419 2.640 -0.946 0.2047
H -3.094 3.414 -2.388 0.5025
H -1.374 0.284 -3.617 0.2074
H -2.885 1.201 -3.712 0.6448
H -2.371 0.465 -2.186 0.0799
O -6.535 -1.234 -3.526 -0.6747
C -5.591 -1.481 -2.807 0.6047
S -3.958 -1.793 -3.389 -0.1611
C -3.201 -2.072 -1.826 -0.4654
C -3.999 -1.984 -0.746 0.4811
S -3.526 -2.269 0.924 -0.4503
S -5.679 -1.571 -1.053 -0.2099
S -1.503 -2.486 -1.822 -0.4203
C 3.941 -1.176 2.321 -0.7245
O 2.850 -1.731 1.570 -0.0879
C 1.615 -1.497 1.954 -0.0728
O 0.729 -1.921 1.192 0.9096
N 1.397 -0.894 3.200 -0.1393
N 0.735 0.420 3.060 -0.2879
H 4.827 -1.583 1.842 0.2582
H 3.875 -1.469 3.364 0.3302
H 3.912 -0.094 2.232 0.1283
H 0.646 -1.529 3.573 0.1017
H -0.048 0.353 3.724 0.4873
H 0.212 0.420 2.170 -0.3174
Te -1.088 -4.942 0.929 0.1839
C 0.837 -5.576 0.320 0.0011
C 1.998 -4.853 0.199 0.2271
C 3.112 -5.618 -0.248 -1.0077
C 2.802 -6.927 -0.467 -0.4100
S 1.145 -7.206 -0.123 -0.2216
H 2.051 -3.801 0.432 0.0669
H 4.099 -5.207 -0.407 0.3435
H 3.448 -7.720 -0.802 0.3790
C -2.454 2.475 4.424 -1.1647
C -2.970 1.067 4.508 0.8498
C -4.267 0.770 4.897 -0.8844
C -4.598 -0.573 4.899 -0.0974
N -3.776 -1.536 4.525 -0.4915
C -2.546 -1.167 4.123 0.0837
S -1.480 -2.415 3.518 -0.4799
N -2.124 0.113 4.153 -0.1825
H -3.004 3.149 5.082 0.4225
H -2.554 2.839 3.399 0.1679
H -1.395 2.499 4.675 0.2853
H -4.970 1.539 5.187 0.3682
H -5.590 -0.893 5.209 0.3713



10
Properties=species:S:1:pos:R:3:nbo_charge:R:1 method="wB97M-V/def2-TZVPD" smiles="N=C=NI.C=C=O" total_charge=0 e_tot_ha=-598.43965 lumo_energy_ha=-0.0213
N -0.234 2.437 -0.151 -0.7319
C -0.864 1.472 0.047 0.6504
N -1.465 0.447 -0.084 -0.7703
I -3.075 -0.705 0.392 0.4061
H 0.545 3.006 -0.387 0.4454
C 0.722 -1.769 0.044 -0.7849
C 1.382 -0.665 -0.178 0.7308
O 1.851 0.416 -0.243 -0.4813
H 0.312 -2.596 -0.514 0.2731
H 0.826 -2.042 1.074 0.2624



10
Properties=species:S:1:pos:R:3:nbo_charge:R:1 method="wB97M-V/def2-TZVPD" total_charge=0 e_tot_ha=-355.47119 lumo_energy_ha=0.0227
N -2.468 -0.388 0.209 -0.5988
C -1.418 0.056 -0.216 0.4862
N 1.912 -1.075 0.944 0.1526
N 1.893 -0.755 -0.253 -0.1836
O 0.882 -0.154 1.404 -0.3902
C 0.975 0.378 0.076 0.1754
C -0.306 0.654 -0.605 -0.5036
H -2.795 -1.286 -0.142 0.3945
H 1.661 1.227 0.025 0.2059
H -0.336 1.343 -1.444 0.2615



111
Properties=species:S:1:pos:R:3:mulliken_charge:R:1 method="wB97M-V/def2-TZVPD" total_charge=+3 e_tot_ha=-3201.43497 lumo_energy_ha=-0.2809
Tl 1.088 0.082 -2.127 1.1117
O -1.727 2.618 -5.064 -0.4419
C -0.812 2.299 -4.153 -0.0804
O 0.185 1.666 -4.385 -0.4875
C -1.156 2.843 -2.790 0.3923
C -2.309 3.584 -2.561 -0.5853
C -2.530 4.063 -1.281 -0.9617
C -1.605 3.776 -0.287 -0.6811
C -0.490 3.017 -0.615 0.8738
N -0.266 2.571 -1.845 0.6182
C 0.601 2.680 0.373 -0.3361
O 0.306 2.744 1.672 -0.5069
O 1.713 2.388 0.019 -0.2425
H -1.446 2.260 -5.920 0.4013
H -2.995 3.790 -3.369 0.6487
H -3.401 4.665 -1.064 0.5110
H -1.750 4.183 0.706 0.5990
H -0.637 2.887 1.814 0.2656
C -0.733 -2.812 5.860 -0.9552
C 0.016 -1.532 5.534 -1.0382
N -0.133 -1.132 4.122 0.1696
C 0.826 -1.478 3.250 -0.0708
C 0.811 -1.205 1.912 -0.4165
C 1.958 -1.761 1.140 0.4959
O 3.038 -1.975 1.663 -0.6697
O 1.722 -2.047 -0.123 -0.7238
C -0.245 -0.394 1.365 0.8524
O -0.254 0.109 0.232 -0.5758
C -1.337 -0.108 2.311 0.5137
C -2.476 0.568 1.853 -0.7011
C -3.493 0.852 2.715 0.2238
F -4.621 1.434 2.243 -0.3937
C -3.440 0.521 4.082 -0.7346
C -2.312 -0.141 4.534 -0.9938
C -1.265 -0.475 3.661 0.4400
N -4.491 0.830 4.950 0.1584
C -4.966 -0.092 5.953 -0.5119
C -6.443 -0.403 5.734 -0.8964
N -7.220 0.889 5.701 -0.1265
C -6.699 1.842 4.651 -0.6600
C -5.221 2.076 4.918 -0.7195
H -0.593 -3.065 6.910 0.3958
H -0.359 -3.641 5.260 0.3382
H -1.803 -2.716 5.670 0.2629
H 1.083 -1.653 5.708 0.4833
H -0.298 -0.697 6.159 0.4630
H 1.672 -2.013 3.664 0.5693
H -2.556 0.815 0.802 0.7373
H -2.241 -0.376 5.585 0.6383
H -4.827 0.319 6.963 0.3213
H -4.414 -1.028 5.908 0.3964
H -6.861 -1.019 6.528 0.4233
H -6.608 -0.882 4.769 0.3501
H -7.160 1.339 6.619 0.3906
H -8.211 0.698 5.543 0.3526
H -7.288 2.755 4.717 0.3726
H -6.859 1.362 3.688 0.4291
H -5.109 2.586 5.886 0.3208
H -4.823 2.746 4.163 0.4128
C 2.712 4.326 -2.556 -1.2561
Sb 3.941 2.799 -1.706 0.7699
C 4.749 4.042 -0.176 -1.2818
C 5.625 3.334 -3.217 -2.0237
C 6.780 2.636 -2.784 1.3402
C 7.680 3.259 -1.887 -0.6475
C 8.758 2.589 -1.388 -0.4157
C 9.046 1.229 -1.722 -0.7564
C 8.236 0.587 -2.581 -0.5429
C 7.083 1.252 -3.167 1.2319
C 6.342 0.587 -4.073 -1.2814
Sb 3.395 -2.945 -0.990 0.9320
C 2.096 -3.615 -2.555 -1.1866
C 3.243 -4.759 0.098 -1.3042
H 3.318 5.187 -2.833 0.5319
H 1.985 4.635 -1.806 0.2890
H 2.183 3.948 -3.429 0.3397
H 5.102 4.978 -0.606 0.3769
H 5.556 3.540 0.353 0.3909
H 3.952 4.258 0.534 0.3942
H 5.685 4.412 -3.101 0.6064
H 5.150 3.028 -4.142 0.6766
H 7.508 4.291 -1.614 0.4461
H 9.430 3.108 -0.715 0.4184
H 9.913 0.747 -1.294 0.4342
H 8.426 -0.437 -2.874 0.3995
H 6.592 -0.431 -4.343 0.3392
H 5.494 1.028 -4.578 0.1948
H 2.586 -4.418 -3.108 0.4783
H 1.856 -2.816 -3.255 0.2397
H 1.178 -3.999 -2.112 0.2860
H 3.700 -5.560 -0.484 0.4482
H 2.190 -4.992 0.250 0.3246
H 3.752 -4.668 1.053 0.3624
N -1.297 -0.824 -2.944 -0.5755
C -1.862 -1.764 -3.331 0.4185
N -2.503 -2.814 -3.759 0.0602
C -2.940 -3.877 -2.842 -0.7631
C -2.306 -5.204 -3.233 -0.2741
C -2.552 -5.512 -4.708 -0.7340
C -2.041 -4.378 -5.593 -0.4830
C -2.689 -3.059 -5.200 -0.7834
H -4.030 -3.944 -2.908 0.2861
H -2.679 -3.577 -1.828 0.4393
H -2.716 -5.992 -2.599 0.3507
H -1.230 -5.159 -3.040 0.0686
H -3.625 -5.650 -4.877 0.3284
H -2.071 -6.451 -4.981 0.3396
H -2.254 -4.579 -6.643 0.3390
H -0.955 -4.287 -5.493 0.2595
H -3.765 -3.088 -5.395 0.3064
H -2.272 -2.214 -5.744 0.4400



8
Properties=species:S:1:pos:R:3:nbo_charge:R:1 method="wB97M-V/def2-TZVPD" total_charge=0 e_tot_ha=-593.36358 lumo_energy_ha=0.0159
C -0.110 -0.574 0.526 0.1767
C -1.258 -0.669 -0.423 -0.1502
N -0.085 0.109 -0.583 -0.5651
Cl -2.720 0.323 0.024 -0.0792
H 2.671 1.039 1.138 -0.0188
H 2.781 0.100 1.183 0.0170
H -1.347 -1.397 -1.102 0.1971
H 0.067 1.069 -0.763 0.4225



14
Properties=species:S:1:pos:R:3:nbo_charge:R:1 method="wB97M-V/def2-TZVPD" total_charge=0 e_tot_ha=-307.51684 lumo_energy_ha=0.0268
C 1.415 0.205 -1.352 0.5569
C -1.608 0.021 1.684 -0.6782
C 0.810 -0.179 0.604 -0.3571
C -0.386 0.022 0.864 0.0687
O 1.798 -1.066 -1.717 -0.7082
O 0.484 0.787 -1.957 -0.6498
H 1.079 -1.439 -2.247 0.4846
H -0.703 0.770 -1.172 0.2360
H 2.274 0.767 -0.986 0.1502
H 1.722 -0.569 1.003 0.2572
H -1.118 0.631 -0.439 -0.0711
H -1.374 -0.384 2.672 0.2378
H -2.005 1.030 1.809 0.2368
H -2.389 -0.595 1.234 0.2361



68
Properties=species:S:1:pos:R:3:nbo_charge:R:1 method="wB97M-V/def2-TZVPD" total_charge=+1 e_tot_ha=-3178.06763 spin_multiplicity=2 lumo_energy_ha="-0.2060 / -0.2049"
Mn -0.270 -0.535 0.717 0.9378
C -3.951 4.127 -1.828 -0.1756
C -4.342 4.318 -0.505 -0.1819
C -3.919 3.465 0.501 -0.1337
C -3.062 2.435 0.145 -0.1217
C -2.500 1.333 0.889 0.5298
N -1.650 0.608 0.078 -0.5769
C -1.749 1.121 -1.193 0.4848
N -1.237 0.567 -2.263 -0.4695
C -0.400 -0.442 -2.213 0.5044
C -0.008 -1.245 -3.355 -0.0993
C -0.424 -1.287 -4.677 -0.1419
C 0.093 -2.293 -5.487 -0.1725
C 1.008 -3.221 -4.999 -0.1835
C 1.454 -3.168 -3.685 -0.1565
C 0.934 -2.175 -2.872 -0.0466
C 1.113 -1.884 -1.471 0.5396
N 2.030 -2.430 -0.716 -0.4670
C 2.033 -2.299 0.585 0.5193
N 0.950 -1.885 1.316 -0.5777
C 1.253 -2.050 2.649 0.5363
N 0.343 -2.028 3.588 -0.4487
C -0.850 -1.525 3.397 0.5147
N -1.156 -0.629 2.396 -0.5303
C -2.384 -0.091 2.681 0.5300
N -2.915 0.933 2.062 -0.4621
C -2.994 -0.821 3.775 -0.1113
C -4.285 -0.845 4.277 -0.1352
C -4.604 -1.841 5.191 -0.1778
C -3.648 -2.755 5.627 -0.1769
C -2.337 -2.703 5.170 -0.1636
C -2.023 -1.743 4.222 -0.0340
C 2.646 -2.423 2.784 -0.1164
C 3.502 -2.525 3.868 -0.1354
C 4.829 -2.851 3.613 -0.1756
C 5.280 -3.112 2.319 -0.1741
C 4.429 -3.019 1.227 -0.1607
C 3.122 -2.631 1.470 -0.0380
N 0.231 -0.900 -1.083 -0.5442
C -2.627 2.270 -1.187 -0.0277
C -3.090 3.104 -2.192 -0.1584
H -4.332 4.792 -2.587 0.2308
H -5.001 5.139 -0.269 0.2316
H -4.235 3.598 1.522 0.2384
H -1.132 -0.568 -5.057 0.2369
H -0.235 -2.364 -6.514 0.2311
H 1.363 -4.006 -5.650 0.2313
H 2.161 -3.880 -3.290 0.2373
H -5.024 -0.142 3.930 0.2375
H -5.621 -1.927 5.545 0.2322
H -3.939 -3.533 6.317 0.2321
H -1.594 -3.407 5.513 0.2380
H 3.146 -2.323 4.865 0.2403
H 5.529 -2.898 4.433 0.2334
H 6.315 -3.377 2.161 0.2336
H 4.770 -3.229 0.225 0.2424
H -2.810 2.943 -3.220 0.2377
O 2.276 0.830 -0.793 -0.6188
C 2.132 1.243 0.332 0.6888
C 3.050 2.200 1.070 -0.5181
C 2.448 2.306 2.462 -0.5042
C 1.217 1.423 2.414 0.6863
O 0.473 1.189 3.335 -0.6220
N 1.077 0.871 1.152 -0.6654
H 3.074 3.157 0.546 0.2444
H 4.064 1.796 1.052 0.2409
H 2.149 3.323 2.721 0.2431
H 3.101 1.940 3.256 0.2385



62
Properties=species:S:1:pos:R:3:nbo_charge:R:1 method="wB97M-V/def2-TZVPD" smiles="CCCCCCCn1c(CCCCOC)nc(N[C@H](F)CC)[n+]1CC(=O)Br" total_charge=+1 e_tot_ha=-3788.11744 lumo_energy_ha=-0.1117
C -0.273 3.201 2.014 -0.6007
C -0.183 2.698 0.586 -0.3960
C 0.657 3.641 -0.277 -0.3903
C 0.598 3.330 -1.761 -0.3958
C 0.937 1.867 -2.085 -0.4040
C -0.230 1.122 -2.697 -0.3969
C 0.033 -0.370 -2.921 -0.2240
N 0.323 -1.061 -1.660 -0.1659
C -0.564 -1.566 -0.794 0.5689
C -2.027 -1.577 -0.919 -0.4914
C -2.718 -0.308 -0.383 -0.3861
C -4.080 -0.680 0.196 -0.4356
C -5.024 0.503 0.399 -0.0618
O -5.172 0.925 1.735 -0.5222
C -3.946 1.235 2.373 -0.2555
N 0.059 -2.083 0.263 -0.5082
C 1.350 -1.926 0.040 0.6010
N 2.287 -2.364 0.890 -0.6026
C 1.947 -3.035 2.127 0.3616
F 1.241 -2.183 2.922 -0.3388
C 3.207 -3.497 2.812 -0.4365
C 4.043 -2.342 3.345 -0.6098
N 1.561 -1.300 -1.150 -0.1875
C 2.818 -0.996 -1.755 -0.3442
C 2.966 -1.716 -3.106 0.4640
O 2.316 -2.712 -3.388 -0.4838
Br 4.241 -0.925 -4.308 0.0761
H -0.579 4.240 2.032 0.2098
H -0.981 2.632 2.603 0.2113
H 0.693 3.126 2.499 0.2078
H 0.310 1.726 0.616 0.1763
H -1.167 2.529 0.158 0.1888
H 0.323 4.653 -0.085 0.2152
H 1.683 3.578 0.074 0.1960
H 1.294 3.967 -2.290 0.2193
H -0.398 3.566 -2.125 0.2023
H 1.284 1.383 -1.178 0.1832
H 1.786 1.858 -2.766 0.2008
H -1.079 1.235 -2.034 0.2110
H -0.423 1.551 -3.673 0.2301
H -0.850 -0.813 -3.347 0.2412
H 0.857 -0.462 -3.614 0.2260
H -2.352 -2.417 -0.319 0.2587
H -2.329 -1.804 -1.932 0.2364
H -2.877 0.360 -1.221 0.2023
H -2.106 0.212 0.346 0.2155
H -3.919 -1.242 1.108 0.2231
H -4.546 -1.351 -0.518 0.2104
H -4.775 1.352 -0.241 0.1602
H -6.014 0.176 0.109 0.2019
H -3.437 0.337 2.713 0.1644
H -4.182 1.823 3.248 0.2064
H -3.310 1.796 1.693 0.1549
H 3.263 -2.235 0.702 0.4101
H 1.315 -3.884 1.895 0.1815
H 2.936 -4.190 3.595 0.2388
H 3.787 -4.033 2.068 0.2107
H 4.408 -1.724 2.535 0.1862
H 4.914 -2.759 3.830 0.2317
H 3.493 -1.750 4.060 0.2315
H 3.612 -1.383 -1.136 0.2600
H 2.995 0.063 -1.904 0.2624



18
Properties=species:S:1:pos:R:3:nbo_charge:R:1 method="wB97M-V/def2-TZVPD" smiles=Cc1c[nH]cn1.CO total_charge=0 e_tot_ha=-381.24864 lumo_energy_ha=0.0272
C -2.792 -1.777 -0.761 -0.6342
C -1.951 -0.566 -0.547 0.0886
C -1.494 0.385 -1.411 -0.1286
N -0.730 1.239 -0.650 -0.5148
C -0.748 0.784 0.616 0.1658
N -1.474 -0.303 0.715 -0.4689
H -3.588 -1.596 -1.493 0.2114
H -3.273 -2.039 0.174 0.2314
H -2.265 -2.642 -1.150 0.2164
H -1.604 0.590 -2.462 0.2118
H -0.232 2.051 -0.967 0.4143
H -0.227 1.225 1.437 0.2056
C 3.410 0.055 1.033 -0.2530
O 2.824 1.352 1.286 -0.7317
H 4.349 -0.024 1.587 0.1655
H 3.481 -0.119 -0.036 0.1712
H 2.810 -0.621 1.553 0.1885
H 3.505 2.004 1.076 0.4606



85
Properties=species:S:1:pos:R:3:mulliken_charge:R:1 method="wB97M-V/def2-TZVPD" total_charge=+3 e_tot_ha=-2675.66939 spin_multiplicity=5 lumo_energy_ha="-0.3023 / -0.4288"
Pt -0.529 2.451 -1.190 1.3706
O 2.993 0.131 -0.238 -0.5247
C 2.386 1.121 -0.594 0.3547
O 1.149 1.102 -0.935 -0.7147
C 3.211 2.447 -0.647 -1.4479
P 2.195 3.943 -0.727 0.0067
C 1.229 3.856 -2.225 0.2684
C -0.021 4.513 -2.368 -0.4938
C -0.796 4.293 -3.516 -0.7560
C -0.314 3.491 -4.538 -0.5657
C 0.965 2.937 -4.451 -0.7694
C 1.731 3.110 -3.320 -0.3319
C 1.204 3.970 0.772 1.2395
C -0.209 4.054 0.796 -0.9101
C -0.902 3.828 1.983 -0.6612
C -0.206 3.582 3.160 -0.4308
C 1.179 3.566 3.152 -0.8059
C 1.887 3.741 1.965 -0.6594
H 3.908 2.398 -1.485 0.6795
H 3.829 2.480 0.253 0.5142
H -0.303 5.313 -1.694 0.9076
H -1.743 4.805 -3.619 0.5111
H -0.912 3.337 -5.426 0.5004
H 1.361 2.370 -5.282 0.4915
H 2.712 2.664 -3.279 0.4495
H -0.768 4.503 -0.017 0.7486
H -1.980 3.890 1.989 0.4992
H -0.744 3.428 4.083 0.5101
H 1.725 3.410 4.072 0.4755
H 2.967 3.699 1.993 0.4566
C 0.632 -2.000 -2.187 -1.5731
C -0.573 -1.109 -2.439 0.1684
C -1.716 -1.187 -1.419 -1.0572
Sb -1.851 0.503 -0.125 1.3965
C -1.191 0.100 1.820 1.4663
C -2.141 -0.204 2.792 -0.6240
C -1.731 -0.473 4.092 -0.9159
C -0.384 -0.443 4.419 -0.9196
C 0.562 -0.134 3.451 -1.1882
C 0.161 0.150 2.153 -0.4031
C -3.876 0.965 0.004 0.7254
C -4.814 -0.054 0.163 -0.4597
C -6.161 0.260 0.243 -0.7402
C -6.574 1.582 0.163 -0.5874
C -5.642 2.597 0.000 -0.7811
C -4.293 2.289 -0.081 -0.5488
Sb 1.515 -2.201 -0.251 1.3308
C 3.370 -3.027 -0.658 0.9522
C 4.326 -3.122 0.349 -0.7076
C 5.515 -3.783 0.100 -0.6549
C 5.751 -4.347 -1.145 -0.4891
C 4.801 -4.249 -2.148 -0.8129
C 3.610 -3.581 -1.915 -0.2798
C 0.328 -3.664 0.679 0.7388
C -0.306 -3.476 1.897 -0.2666
C -1.059 -4.509 2.434 -0.5791
C -1.180 -5.711 1.753 -0.6057
C -0.537 -5.894 0.539 -0.7485
C 0.223 -4.872 -0.007 -0.7012
H 1.448 -1.730 -2.857 0.6129
H 0.373 -3.046 -2.387 0.6176
H -0.973 -1.399 -3.413 0.5589
H -0.227 -0.078 -2.563 -0.3982
H -1.688 -2.092 -0.808 0.5083
H -2.690 -1.153 -1.913 0.6999
H -3.198 -0.221 2.556 0.4463
H -2.468 -0.707 4.847 0.5182
H -0.072 -0.662 5.430 0.5221
H 1.612 -0.115 3.710 0.5569
H 0.901 0.399 1.407 0.2598
H -4.511 -1.094 0.217 0.4676
H -6.892 -0.528 0.364 0.4417
H -7.626 1.822 0.222 0.4218
H -5.971 3.624 -0.069 0.4390
H -3.573 3.091 -0.217 0.2014
H 4.149 -2.689 1.325 0.3802
H 6.261 -3.863 0.877 0.4228
H 6.681 -4.866 -1.334 0.4261
H 4.989 -4.693 -3.115 0.4321
H 2.883 -3.511 -2.713 0.3401
H -0.199 -2.548 2.440 0.3296
H -1.543 -4.381 3.391 0.4816
H -1.767 -6.514 2.175 0.4256
H -0.616 -6.839 0.021 0.4396
H 0.749 -5.048 -0.938 0.4009